Here is an isolated molecule of C3H4N2O from OMol25. Energies are from ωB97M-V/def2-TZVPD.

* ΔE to the lowest compared entry with this formula, charge and spin: 0.478 eV
* E_tot: -8203.4074 eV
* SMILES: Oc1c[nH]cn1

```
! RIJCOSX wB97M-V def2-TZVPD def2/J DEFGRID3
* xyz 0 1
O 2.2174 -0.4830 -0.0663
C 0.8937 -0.2099 -0.0359
C -0.1869 -1.0474 -0.1516
N -1.2818 -0.1895 -0.0281
C -0.7999 1.0582 0.1449
N 0.5101 1.0840 0.1427
H 2.6263 0.3861 0.0779
H -0.2853 -2.1098 -0.3231
H -2.2647 -0.4161 -0.0278
H -1.4289 1.9275 0.2673
*
```